{"formula": "C24H37N10O3SW", "method": "ωB97M-V with the def2-TZVPD basis set", "e_above_lowest_kj_mol": 60.9, "e_homo_ha": [-0.59712, -0.59678], "e_lumo_ev": [-10.187, -9.998], "gap_ev": [6.06, 6.24], "total_charge": 3, "species": ["W", "C", "C", "N", "N", "C", "O", "C", "C", "C", "C", "C", "C", "C", "C", "C", "C", "C", "N", "H", "H", "H", "H", "H", "H", "H", "H", "H", "H", "H", "H", "N", "N", "C", "N", "N", "N", "O", "O", "H", "H", "H", "H", "H", "C", "C", "C", "C", "N", "C", "S", "N", "C", "C", "C", "C", "H", "H", "H", "H", "H", "H", "H", "H", "H", "H", "H", "H", "H", "H", "H", "H", "H", "H", "H", "H"], "xyz": [[-0.54, -0.49, -1.92], [0.19, 3.90, -1.73], [-0.37, 2.52, -1.73], [0.33, 1.43, -1.67], [1.69, 1.52, -1.64], [2.21, 0.34, -1.79], [1.36, -0.71, -1.87], [3.63, 0.09, -1.86], [4.51, 1.16, -2.00], [5.87, 0.93, -2.06], [6.36, -0.37, -1.98], [5.48, -1.44, -1.83], [4.12, -1.22, -1.78], [-1.79, 2.24, -1.89], [-2.79, 3.20, -2.00], [-4.10, 2.79, -2.21], [-4.39, 1.43, -2.28], [-3.36, 0.52, -2.15], [-2.08, 0.91, -1.96], [1.26, 3.87, -1.61], [-0.25, 4.48, -0.91], [-0.06, 4.40, -2.66], [4.12, 2.17, -2.08], [6.56, 1.76, -2.18], [7.42, -0.55, -2.03], [5.87, -2.45, -1.76], [3.44, -2.05, -1.65], [-2.54, 4.25, -1.95], [-4.88, 3.52, -2.31], [-5.40, 1.08, -2.44], [-3.54, -0.55, -2.18], [-2.27, -3.45, -1.49], [-1.29, -4.24, -2.10], [-0.47, -3.72, -3.01], [0.25, -4.50, -3.78], [-0.43, -2.34, -3.06], [0.00, -1.72, -4.20], [0.47, -2.22, -5.16], [-0.16, -0.46, -4.06], [-2.18, -3.54, -0.48], [-3.19, -3.81, -1.75], [-1.29, -5.24, -1.96], [0.12, -5.50, -3.77], [0.90, -4.12, -4.45], [0.38, -1.57, 4.09], [1.83, -1.70, 3.61], [2.41, -0.45, 2.94], [1.76, -0.05, 1.62], [0.49, 0.67, 1.82], [-0.70, 0.38, 1.34], [-0.92, -1.07, 0.33], [-1.77, 1.10, 1.61], [-1.81, 2.22, 2.56], [-1.77, 1.79, 4.02], [-3.09, 1.23, 4.55], [-3.58, -0.05, 3.88], [0.10, -2.45, 4.66], [-0.32, -1.50, 3.26], [0.25, -0.70, 4.73], [1.93, -2.54, 2.93], [2.46, -1.93, 4.47], [3.47, -0.62, 2.74], [2.37, 0.40, 3.63], [1.55, -0.93, 1.01], [2.42, 0.61, 1.06], [0.53, 1.43, 2.50], [-2.65, 0.68, 1.34], [-2.72, 2.78, 2.34], [-0.97, 2.88, 2.32], [-1.50, 2.67, 4.61], [-0.97, 1.06, 4.18], [-3.86, 2.00, 4.48], [-2.96, 1.04, 5.62], [-3.99, 0.13, 2.88], [-4.38, -0.50, 4.46], [-2.77, -0.79, 3.80]]}